No. 1
29
Properties=species:S:1:pos:R:3:forces:R:3 method="wB97M-V/def2-TZVPD" e_homo_ev=-8.41 total_energy_ev=-168339.05597 smiles="Cl[C@H](/C=C/c1ccc(Br)cc1)c1ccc(Br)cc1"
Cl -1.1044 -2.1537 -1.9018 -0.6 -1.0 1.1
Br -6.3401 2.5723 -0.4965 0.1 0.0 -0.1
C -4.7179 1.6258 -0.7324 0.4 0.2 0.6
C -4.4696 0.9098 -1.8787 0.0 -0.6 -0.9
C -3.2754 0.2179 -2.0533 0.7 0.7 1.1
C -2.2784 0.2920 -1.0399 -0.6 0.3 -0.4
C -0.9189 -0.2526 -1.3191 0.4 -1.6 -2.8
C 0.1285 -0.0998 -0.2911 2.4 -0.9 0.3
C 1.2988 -0.8228 -0.4246 -2.9 1.4 -0.7
C 2.4181 -0.7939 0.4550 0.8 0.5 0.9
C 3.6543 -1.3429 0.0411 0.4 0.7 1.8
C 4.7645 -1.2868 0.9053 -2.3 1.3 1.2
C 4.5923 -0.6498 2.1723 0.1 -0.9 -1.2
Br 6.0218 -0.6449 3.4028 0.2 0.0 0.0
C 3.3840 -0.1037 2.5646 -1.1 0.5 0.3
C 2.2751 -0.1522 1.7079 1.8 -0.7 -0.4
C -2.5670 0.9967 0.1608 0.4 -0.1 -1.3
C -3.7601 1.6931 0.2720 -0.1 0.0 0.2
H -5.1875 0.9071 -2.6900 -0.1 0.0 0.1
H -3.0781 -0.3044 -2.9893 0.0 0.1 0.3
H -0.5641 -0.4150 -2.4798 -0.6 2.8 2.9
H 0.0539 0.6028 0.5852 -0.4 -0.9 -1.3
H 1.3394 -1.4360 -1.3125 0.3 -0.3 0.0
H 3.7750 -1.7650 -0.9335 -0.1 -0.3 -0.4
H 5.6935 -1.7072 0.6577 1.1 -0.4 -0.4
H 3.2502 0.3624 3.5579 0.4 -0.3 -0.7
H 1.3431 0.3062 1.9934 0.0 -0.1 0.2
H -1.8098 1.1142 0.9360 -0.4 -0.1 -0.2
H -3.9214 2.3303 1.1307 -0.1 -0.1 0.1

No. 2
33
Properties=species:S:1:pos:R:3:forces:R:3 method="wB97M-V/def2-TZVPD" e_homo_ev=-9.17 de_lowest_kj_mol=114.8 total_energy_ev=-105733.18061 smiles="O=C1NC(=O)c2c1c(CCO)c(S)c(Br)c2-c1ccccn1"
O 3.4314 -2.0078 -0.2304 -0.5 1.1 0.4
C 2.6383 -1.2629 0.2767 -0.3 0.0 -0.3
N 2.5592 -0.9685 1.6999 0.4 -0.7 -0.7
C 1.1720 -0.6721 1.9695 -0.1 0.6 0.7
O 0.6529 -0.9133 3.0262 0.3 0.3 -1.0
C 0.6046 -0.0993 0.6753 1.2 -1.2 1.0
C 1.4862 -0.4619 -0.3273 0.1 -0.5 0.1
C 1.2286 -0.0900 -1.6230 1.3 -0.3 -0.9
C 2.1406 -0.5078 -2.7563 -0.1 -0.1 -0.1
C 1.6302 -1.8485 -3.3372 -0.3 0.4 0.7
O 1.7749 -2.9119 -2.3971 0.0 0.1 -0.5
C 0.1100 0.6811 -1.8667 -1.4 0.5 -0.7
S -0.2298 1.2303 -3.5351 0.3 -0.1 -0.3
C -0.7637 1.0425 -0.8393 -0.2 0.1 -0.4
Br -2.2713 2.1296 -1.2697 0.3 -0.1 0.3
C -0.5268 0.6241 0.4589 -1.3 0.5 0.8
C -1.4402 0.9373 1.6130 0.9 -0.1 -1.4
C -2.7790 0.6545 1.4806 -0.3 -0.3 0.1
C -3.6082 0.9762 2.5279 -0.7 -0.1 -0.3
C -3.0546 1.5586 3.6420 -0.7 -0.1 0.1
C -1.7015 1.7741 3.6508 0.6 0.7 1.3
N -0.8685 1.4933 2.6658 -0.3 0.1 0.0
H 3.1739 -0.1588 1.7737 0.0 -0.1 0.9
H 3.1782 -0.5816 -2.4273 -0.1 -0.2 0.1
H 2.1107 0.2613 -3.5303 0.0 -0.2 0.0
H 0.5537 -1.7241 -3.5038 0.2 0.1 -0.6
H 2.1417 -2.0911 -4.2678 0.0 -0.1 0.1
H 0.9377 -2.9423 -1.9285 0.1 -0.3 0.2
H -1.5106 0.8300 -3.6730 0.2 0.1 0.3
H -3.1542 0.1929 0.5802 0.0 0.0 0.0
H -4.6724 0.7943 2.4442 0.0 0.0 0.1
H -3.6725 1.8416 4.4826 0.1 0.0 0.1
H -1.2716 2.2199 4.5453 0.2 0.0 -0.2

No. 3
33
Properties=species:S:1:pos:R:3:forces:R:3 method="wB97M-V/def2-TZVPD" e_homo_ev=-7.83 de_lowest_kj_mol=0.0 total_energy_ev=-49341.15330 smiles="N#CC1=C(C#N)C(=O)C(Cl)=C(Cl)C1=O.Cc1ccc(C)n1C"
N 0.1816 4.6938 0.2393 0.3 -2.7 1.4
C 0.2901 3.6490 0.7639 -0.4 3.0 -1.6
C 0.4069 2.3949 1.4199 1.5 -0.4 0.4
C 1.6171 1.7724 1.5399 -1.1 1.1 -0.2
C 2.7711 2.3569 0.9562 2.5 1.0 -1.3
N 3.7227 2.8383 0.4761 -2.1 -1.0 1.1
C 1.8219 0.5772 2.3758 1.1 -0.9 0.8
O 2.9375 0.1121 2.5674 -1.7 0.6 -0.4
C 0.6021 0.0494 3.0685 -0.8 0.5 0.1
Cl 0.8518 -1.2752 4.1156 0.0 0.1 -0.2
C -0.6082 0.6688 2.9456 0.9 -0.6 0.3
Cl -1.9835 0.1295 3.7908 0.0 0.0 -0.1
C -0.8026 1.8673 2.0797 -2.2 0.2 -0.6
O -1.9116 2.3583 1.8597 2.1 -0.9 0.6
C 2.4782 1.1712 -3.9506 0.7 0.2 -0.3
C 1.3965 1.2238 -2.9605 -1.1 0.9 0.9
C 0.8568 2.2973 -2.2493 0.5 -0.4 -0.6
C -0.2543 1.8146 -1.5143 -0.1 -1.5 -0.5
C -0.3608 0.4416 -1.7774 0.6 1.8 -0.3
C -1.3701 -0.5084 -1.3055 -0.6 -0.4 0.4
N 0.6504 0.1211 -2.6470 -0.2 -0.7 -0.1
C 0.8907 -1.2028 -3.2097 0.2 0.1 0.0
H 2.8467 2.1884 -4.0959 0.1 -0.1 -0.1
H 3.3203 0.5663 -3.5955 0.0 0.0 -0.1
H 2.1649 0.7884 -4.9322 0.0 0.0 0.3
H 1.2232 3.3155 -2.2985 -0.1 -0.2 0.0
H -0.9968 2.3613 -0.9627 0.0 0.1 0.1
H -2.0810 0.0549 -0.6914 0.0 -0.2 0.0
H -1.9426 -0.9780 -2.1179 0.2 0.0 0.2
H -0.9226 -1.2948 -0.6817 -0.2 0.0 -0.1
H 0.1518 -1.9050 -2.8192 0.1 0.1 -0.1
H 0.8288 -1.1935 -4.3085 -0.1 0.1 0.3
H 1.8911 -1.5604 -2.9335 -0.2 0.1 0.0

No. 4
32
Properties=species:S:1:pos:R:3:forces:R:3 method="wB97M-V/def2-TZVPD" e_homo_ev=-7.94 total_energy_ev=-38605.26695 smiles="COC(=O)c1cc2occc2n1Cc1c(F)cccc1Cl"
C -0.5397 -4.0819 -0.4602 -0.4 -0.2 0.1
H -0.1035 -5.0040 -0.0776 0.0 0.1 0.0
H -0.7867 -4.1989 -1.5169 0.0 0.0 0.1
H -1.4395 -3.8235 0.1019 0.1 -0.1 -0.1
O 0.4294 -3.0547 -0.3228 0.3 0.2 0.0
C 0.0241 -1.8957 0.2336 -0.3 -0.2 0.1
O -1.1109 -1.7010 0.6153 0.2 0.0 0.0
C 1.1196 -0.9476 0.3135 0.5 -0.2 -0.2
C 2.4396 -1.1511 -0.0890 -0.1 -0.1 -0.1
C 3.0979 0.0409 0.1986 -1.4 0.7 0.6
C 2.1720 0.9328 0.7630 0.8 -0.9 -0.5
N 0.9686 0.3244 0.8377 0.3 -0.2 0.0
C -0.2455 0.9148 1.3356 -0.4 0.1 0.2
C -1.3111 1.0746 0.2779 0.1 0.1 -0.1
C -1.0056 1.4160 -1.0352 -0.3 0.0 0.0
C -1.9630 1.5329 -2.0259 0.2 0.0 0.0
C -3.2888 1.3094 -1.7050 0.1 0.0 0.1
C -3.6409 0.9900 -0.4066 0.0 0.0 0.1
C -2.6610 0.8788 0.5670 0.1 0.2 -0.5
Cl -3.1495 0.4988 2.1707 -0.2 -0.1 0.4
H -4.6726 0.8214 -0.1421 -0.1 0.0 0.1
H -4.0493 1.3894 -2.4655 -0.1 0.0 -0.1
H -1.6561 1.7958 -3.0254 0.1 0.0 -0.1
F 0.2773 1.6629 -1.3736 -0.1 0.0 0.0
H 0.0130 1.8954 1.7493 0.0 -0.2 0.0
H -0.6514 0.2896 2.1370 0.1 0.2 -0.1
C 2.8821 2.1257 1.0349 0.4 0.2 0.0
C 4.1562 1.8660 0.6217 -0.5 0.5 0.3
O 4.3151 0.6188 0.1164 0.4 -0.3 -0.2
H 5.0296 2.4882 0.6367 0.2 0.0 0.0
H 2.5254 3.0408 1.4602 0.0 0.2 0.1
H 2.8250 -2.0488 -0.5251 0.0 -0.2 -0.1

No. 5
46
Properties=species:S:1:pos:R:3:forces:R:3 method="wB97M-V/def2-TZVPD" total_charge=-2 e_homo_ev="-0.25 / -1.21" de_lowest_kj_mol=109.5 s2=0.788 multiplicity=2 total_energy_ev=-132117.43946
Cu 0.1320 1.1132 1.0690 -0.3 -0.2 -0.1
N -3.3300 1.0012 -1.6138 0.0 0.0 0.0
C -2.0437 0.6302 -1.2096 0.0 0.0 0.0
S -0.7307 1.5066 -1.8884 0.1 -0.5 -0.4
N -1.9924 -0.3841 -0.3949 0.0 0.1 0.1
N -0.7681 -0.5766 0.2023 0.2 -0.1 -0.1
C -0.3228 -1.7964 0.2712 0.0 -0.1 0.1
C -1.0378 -2.9140 -0.4141 0.0 0.0 0.0
C -0.4778 -3.5614 -1.5112 0.0 0.1 0.0
C -1.1565 -4.5915 -2.1504 0.0 0.0 0.0
C -2.4084 -4.9830 -1.7017 0.0 0.0 0.0
C -2.9814 -4.3314 -0.6160 0.0 0.0 0.0
C -2.3049 -3.3022 0.0180 0.1 0.0 0.0
C 0.8773 -2.0794 1.0185 -0.1 0.0 0.0
C 1.6047 -3.2767 0.8858 0.1 0.0 0.0
C 2.8999 -3.3680 1.3302 -0.1 0.0 0.0
C 3.4937 -2.2157 1.9213 0.0 0.0 0.0
C 2.7017 -1.1448 2.1944 0.0 -0.1 0.1
N 1.3797 -1.0924 1.8701 -0.1 0.0 0.0
H -3.3424 1.9641 -1.9179 0.0 0.0 0.0
H -4.0180 0.7949 -0.9027 0.0 0.0 0.0
H 0.4895 -3.2364 -1.8738 0.0 0.0 0.0
H -0.7079 -5.0807 -3.0074 0.0 0.0 0.0
H -2.9423 -5.7830 -2.2021 0.0 0.0 0.0
H -3.9667 -4.6213 -0.2693 0.0 0.0 0.0
H -2.7525 -2.7728 0.8484 0.0 0.0 0.0
H 1.1374 -4.1184 0.3921 0.0 0.0 0.0
H 3.4604 -4.2869 1.2134 0.0 0.0 0.0
H 4.5427 -2.1862 2.1845 0.0 0.0 0.0
H 3.0640 -0.2811 2.7384 0.0 0.0 0.0
F -0.0426 5.3626 1.8288 0.0 0.0 0.0
C -0.9618 5.4132 0.8551 -0.1 0.0 0.0
F -0.7402 6.5407 0.1521 0.0 0.0 0.0
F -2.1633 5.5582 1.4498 0.0 0.0 0.0
S -0.9551 3.8825 -0.2175 -0.2 1.6 1.6
O -1.1679 2.9024 0.8208 0.0 -0.5 0.0
O -2.0246 4.2450 -1.0960 0.0 -0.2 -0.6
N 0.5139 4.1087 -0.6919 0.3 -0.2 -0.6
S 1.7815 3.2050 -0.7871 0.3 0.2 0.1
O 2.2309 2.9459 -2.1204 0.0 0.0 -0.1
O 1.9240 2.1456 0.1883 -0.3 0.1 0.1
C 2.9978 4.4653 -0.1786 -0.1 -0.1 0.0
F 2.8127 4.7625 1.1095 0.0 0.0 0.0
F 2.9358 5.6058 -0.8795 0.0 0.0 0.0
F 4.2440 3.9802 -0.3102 0.0 0.0 0.0
Te 0.1164 -0.1493 3.3924 0.3 0.0 -0.2

No. 6
40
Properties=species:S:1:pos:R:3:forces:R:3 method="wB97M-V/def2-TZVPD" total_charge=-1 e_homo_ev="-4.33 / -4.29" de_lowest_kj_mol=90.2 s2=0.763 multiplicity=2 total_energy_ev=-78413.04636
Ru -0.0251 0.0447 0.0025 -1.4 0.0 -0.2
C 4.0378 2.1915 2.5816 -0.1 0.1 0.0
S 2.4095 2.5194 3.2967 0.0 0.0 0.2
C 1.3826 1.5940 2.2210 -0.5 -0.5 -0.2
S 1.7223 1.5325 0.5272 -0.1 -0.1 -0.3
N 0.3425 1.0532 2.7953 0.4 0.3 0.4
N -0.4417 0.3481 1.9285 1.2 0.5 -0.6
C -1.5190 -0.1406 2.3670 -1.2 -0.5 0.6
C -2.3341 -0.8928 1.4201 -0.1 0.0 0.4
C -3.5205 -1.5179 1.7520 -0.3 -0.1 0.3
C -4.1981 -2.2479 0.7890 -0.1 0.0 0.2
C -3.6777 -2.3306 -0.4877 0.0 0.0 0.0
C -2.4901 -1.6745 -0.7503 0.1 0.1 -0.3
N -1.8479 -0.9720 0.1786 0.4 0.0 -0.6
H 4.7487 2.7847 3.1583 -0.1 0.0 0.0
H 4.0508 2.4994 1.5407 0.1 0.0 0.0
H 4.2650 1.1305 2.6732 0.0 0.0 0.0
H -1.7823 -0.0006 3.4095 -0.1 0.0 0.0
H -3.8924 -1.4305 2.7655 0.0 -0.1 -0.1
H -5.1168 -2.7656 1.0364 0.0 0.1 0.0
H -4.1719 -2.8961 -1.2644 0.0 0.0 0.0
H -2.0223 -1.7191 -1.7254 0.1 0.1 0.0
O -2.0031 2.5118 -5.4112 -0.2 0.1 -0.3
C -1.7617 1.9439 -4.3794 0.2 -0.1 0.4
C -2.4523 2.1685 -3.0422 0.3 -0.4 0.3
O -3.5241 2.7037 -2.8673 -0.2 0.3 0.0
C -1.5743 1.5236 -2.0344 0.3 0.1 -1.1
C -0.6074 0.7327 -2.7010 -0.9 0.4 0.1
O 0.1830 -0.0287 -2.0291 0.9 -0.7 -0.1
C -0.6795 0.8977 -4.1553 -0.1 0.0 0.4
O -0.0385 0.3364 -5.0199 0.1 -0.1 -0.1
O -1.6470 1.5981 -0.7689 0.9 -0.7 0.9
C 4.4180 -1.0967 -0.3008 -0.1 0.1 0.0
O 3.0218 -1.3980 -0.2978 -0.1 -0.2 0.1
C 2.4401 -1.7872 0.8398 0.7 -0.3 0.0
S 3.2484 -1.8789 2.2843 -0.2 0.0 -0.2
S 0.7756 -2.2793 0.6134 0.1 1.7 -0.3
H 4.6682 -0.8987 -1.3406 -0.1 0.0 0.0
H 4.9908 -1.9379 0.0833 0.0 -0.1 0.0
H 4.6227 -0.2209 0.3119 0.0 0.1 0.1